Molecular formula: C17H15AsF6N3Pd
Method: DFT, ωB97M-V with the def2-TZVPD basis set

Structure (XYZ):
```
43
Properties=species:S:1:pos:R:3:forces:R:3
Pd 0.093423 -0.315377 -0.711339 0.12 0.91 0.78
As 0.359508 2.172169 -2.422805 -0.17 -0.31 -0.04
F 0.695529 1.847351 -0.644640 -0.06 -0.20 0.03
F 1.923589 2.759631 -2.592329 0.01 0.08 -0.03
F -0.388942 3.620213 -2.029871 0.04 0.03 0.01
F 1.047207 0.456314 -2.555834 0.03 -0.05 -0.03
F -1.122427 1.240553 -1.981560 -0.07 0.01 -0.19
F -0.064460 2.114977 -4.044122 0.07 0.06 -0.04
N -0.289077 0.117616 1.393495 -0.01 -0.12 -0.30
N 2.004246 -0.452911 0.335855 -0.28 -0.24 -0.39
N -1.969472 -0.803892 -0.312746 0.29 -0.01 -0.09
C -1.846124 0.909466 2.958105 0.00 -0.04 0.00
C 2.937847 -1.639471 -1.598032 0.01 0.01 0.01
C -0.785669 1.374477 3.725798 0.03 -0.01 -0.01
C 0.752342 0.540267 2.106315 0.00 -0.04 0.01
C 0.526237 1.187711 3.309996 -0.01 -0.02 0.03
C -1.559538 0.269300 1.764567 -0.01 0.01 0.11
C -4.058472 -1.382256 -1.195125 0.00 0.00 0.03
C -2.524785 -0.294261 0.806436 -0.07 -0.02 -0.02
C 3.281247 0.550742 2.046064 -0.07 0.01 0.02
C 4.437110 0.173532 1.363429 0.06 -0.01 -0.02
C -1.935828 -1.813043 -2.528490 -0.01 0.06 0.01
C 2.061646 0.226705 1.503277 0.08 0.00 0.00
C 4.342391 -0.532373 0.184787 -0.01 -0.02 0.01
C -3.890583 -0.337736 0.965779 0.03 0.00 0.01
C -4.662177 -0.887371 -0.055521 -0.02 -0.02 -0.02
C 3.085644 -0.854630 -0.333195 0.04 -0.01 0.09
C -2.672468 -1.331453 -1.316773 -0.01 -0.06 0.00
H 3.245353 -1.040262 -2.455347 -0.02 0.01 0.00
H -2.866857 1.045087 3.284695 0.00 0.01 0.00
H 1.911616 -1.975127 -1.760014 0.01 -0.02 0.00
H -1.751375 -0.978017 -3.209067 0.01 -0.01 0.01
H -5.738528 -0.925971 0.047082 0.00 0.00 0.00
H -2.517374 -2.559743 -3.064172 0.00 -0.02 0.01
H 3.342568 1.087242 2.981631 0.01 0.01 0.00
H -0.981379 -2.278048 -2.259221 0.00 -0.03 -0.01
H 5.408030 0.428488 1.766918 0.00 0.00 0.00
H -4.640752 -1.810041 -1.999442 0.00 -0.01 0.01
H -4.353270 0.045169 1.863754 0.00 0.02 0.00
H 1.350322 1.538485 3.913803 0.00 0.01 0.00
H -0.982352 1.883447 4.659819 -0.01 0.00 0.00
H 5.224951 -0.851652 -0.352628 0.01 0.00 0.01
H 3.571107 -2.525310 -1.559330 0.01 0.01 0.01
```
Forces are in eV/Å.

Properties
LUMO level (alpha / beta)	-7.58 / -10.69	eV
net charge	+2
orbital gap (alpha / beta)	0.3065 / 0.1921	Eh
multiplicity	4
expectation value of S²	3.76
E_tot	-3783.389914	Ha

Molecular formula: C17H15ClIN6O2SW
Method: DFT, ωB97M-V with the def2-TZVPD basis set

Structure (XYZ):
```
44
Properties=species:S:1:pos:R:3:forces:R:3
W -0.072415 -0.261602 0.000190 0.53 0.62 1.51
I 4.087455 -0.865350 -2.967796 -0.31 -0.32 -0.10
Cl 0.974426 -5.459261 -4.426868 0.02 -0.15 -0.08
S -2.387118 0.409652 0.798636 0.48 -0.29 -0.99
O 1.337749 -0.535182 -1.321015 -0.35 1.76 1.54
O 0.756155 1.610731 0.631057 -0.48 -2.32 0.50
N 0.048054 -0.532516 2.419616 0.09 -0.04 -0.96
N -1.893795 1.654137 4.424927 0.15 0.42 1.16
N 0.728180 2.638469 -0.188013 -0.24 1.51 -1.44
N -0.834072 0.375058 3.012165 -1.16 0.74 0.37
N -2.589021 1.586221 3.278521 0.77 -0.87 -0.94
N -0.700362 -2.033922 -0.936310 -0.43 -0.62 -0.22
C -1.965244 0.818556 2.375746 0.39 -0.12 0.88
C -2.110847 -3.858347 -1.588944 0.11 0.02 -0.11
C -1.170253 -4.343011 -2.475692 -0.01 0.18 0.22
C 2.386262 -2.077805 -2.837664 -0.41 1.05 1.04
C 1.252298 4.913186 -0.602180 -0.18 -0.10 -0.25
C -1.841137 -2.720319 -0.834462 -0.28 -0.08 0.17
C 0.486681 4.896711 -1.761049 0.11 -0.34 0.21
C 0.025081 2.586351 -1.335628 -0.36 -0.29 -0.40
C 2.266235 -3.272477 -3.552051 -0.49 -0.61 -0.22
C -0.107374 3.698588 -2.137450 0.19 0.11 0.10
C -0.837628 0.925344 4.289048 -0.20 -0.13 -0.31
C 1.361982 -1.664776 -1.986629 0.28 -2.27 -1.65
C 0.223182 -2.495847 -1.836942 0.82 0.12 -0.67
C 0.218399 0.705792 5.286315 0.15 -0.03 0.28
C 1.123679 -4.045778 -3.476998 0.26 0.58 0.23
C 1.362382 3.770805 0.159503 0.23 0.06 0.33
C 0.051293 -3.667150 -2.612053 0.20 0.23 0.11
H -3.481093 2.059205 3.196287 0.13 -0.05 -0.10
H 1.192745 1.003208 4.898252 0.05 0.01 0.01
H 1.010886 -0.340945 2.731469 -0.46 0.05 -0.19
H -0.193095 -1.501331 2.688406 0.09 0.59 -0.07
H -0.004081 1.307608 6.164230 0.02 -0.01 -0.01
H 1.949613 3.727678 1.063585 -0.06 -0.12 0.08
H 1.760572 5.808871 -0.286421 0.08 0.05 0.10
H 3.076024 -3.578139 -4.195448 0.03 -0.09 -0.09
H -0.438064 1.610438 -1.576111 0.29 0.89 0.19
H -0.677039 3.624443 -3.049020 -0.09 -0.06 -0.06
H 0.262478 -0.340587 5.591201 0.02 -0.02 -0.01
H 0.365859 5.784818 -2.357405 0.00 0.12 -0.10
H -1.366666 -5.224446 -3.065289 -0.02 -0.11 -0.04
H -2.575237 -2.346340 -0.127293 0.11 -0.05 -0.07
H -3.063129 -4.350740 -1.474420 -0.06 -0.01 0.05
```
Forces are in eV/Å.

Properties
LUMO level (alpha / beta)	-7.11 / -6.79	eV
net charge	+2
orbital gap (alpha / beta)	0.2314 / 0.2401	Eh
multiplicity	2
energy relative to the best compared isomer or geometry (same formula, charge and spin)	0.000	eV
expectation value of S²	0.76
E_tot	-2358.401037	Ha

Molecular formula: C17H15ClN4O3S2
Method: DFT, ωB97M-V with the def2-TZVPD basis set

Structure (XYZ):
```
42
Properties=species:S:1:pos:R:3:forces:R:3
Cl -0.545966 -1.503522 -1.426362 -0.07 -0.06 -0.02
S -2.042752 2.228476 -0.843478 -0.14 0.22 -0.41
S 5.431319 -0.350423 0.083377 0.00 0.09 0.26
O 6.020639 0.498774 -0.913569 -0.22 0.33 0.01
O 1.766590 2.960682 -0.406248 0.24 0.16 0.09
O 6.084219 -1.598720 0.373642 -0.23 -0.15 0.24
N -2.301799 0.199373 1.012765 0.60 0.53 0.21
N 0.695963 1.166919 -1.327512 -0.20 -0.31 -0.48
N -0.563465 1.518038 1.301569 -0.31 0.78 -0.65
N -0.522910 0.567083 2.245389 0.25 -0.81 0.91
C -0.528408 3.227054 -0.963595 -0.23 -0.04 0.34
C 5.246425 0.587361 1.623688 -0.06 -0.47 -0.74
C 1.117535 -1.185525 -1.038842 0.21 0.03 0.04
C 0.772866 2.441821 -0.843243 -0.21 0.10 -0.22
C -4.491597 0.351318 -0.018937 0.15 -0.03 0.10
C -1.542088 -0.213665 2.074550 -0.02 -0.05 0.05
C -5.607481 -0.275734 -0.542926 -0.01 -0.03 -0.05
C -3.527364 -1.804157 0.469928 0.06 0.12 0.02
C 3.727882 -0.698271 -0.384473 0.43 0.07 0.23
C -3.448996 -0.415816 0.484675 -0.48 -0.31 -0.24
C -1.625239 1.306661 0.572334 -0.04 0.02 0.05
C 1.580830 0.136712 -1.040628 0.23 -0.13 0.15
C 3.267555 -1.998971 -0.382326 0.11 -0.13 0.07
C -4.649797 -2.418671 -0.052588 -0.04 -0.01 0.04
C -5.689557 -1.657702 -0.561052 -0.07 -0.02 -0.04
C 1.947651 -2.245979 -0.724180 0.06 0.14 -0.04
C 2.915782 0.364149 -0.719723 -0.04 0.14 -0.06
H 4.751451 -0.052978 2.341841 -0.11 -0.10 0.12
H -0.214716 0.853199 -1.652847 0.21 0.23 0.14
H -0.540089 3.983272 -0.179097 0.16 -0.08 -0.10
H 4.660572 1.473133 1.416446 -0.12 0.16 -0.03
H -6.562229 -2.142105 -0.971227 -0.08 -0.04 -0.04
H -4.708319 -3.496313 -0.067069 0.00 -0.09 0.00
H -1.785304 -1.053729 2.689993 -0.14 -0.22 0.12
H -6.416308 0.321341 -0.934852 -0.08 0.05 -0.03
H -4.432328 1.428335 0.007009 -0.04 0.09 0.05
H 3.306537 1.367338 -0.730735 -0.04 0.10 -0.04
H -0.580945 3.717084 -1.937560 -0.02 -0.02 0.03
H 3.944717 -2.795176 -0.119474 0.03 -0.14 0.04
H 1.560034 -3.252706 -0.735683 -0.05 -0.06 -0.01
H -2.707912 -2.394198 0.851522 0.09 -0.04 0.00
H 6.236991 0.856222 1.969496 0.21 -0.03 -0.08
```
Forces are in eV/Å.

Properties
LUMO level	0.30	eV
orbital gap	0.3429	Eh
SMILES	CS(=O)(=O)c1ccc(Cl)c(NC(=O)CSc2nncn2-c2ccccc2)c1
E_tot	-2358.136883	Ha

Molecular formula: C17H15IrN7O3
Method: DFT, ωB97M-V with the def2-TZVPD basis set

Structure (XYZ):
```
43
Properties=species:S:1:pos:R:3:forces:R:3
Ir -0.029868 -0.495995 0.246197 -0.70 -0.05 -0.39
O -0.554080 0.296183 2.176310 0.27 0.29 0.24
O 0.998551 -1.184107 2.185224 0.22 0.31 0.13
O 0.367335 -0.288080 4.061489 0.23 0.29 0.19
N -0.135422 -3.507577 -0.784673 0.01 0.08 0.02
N -2.038657 0.132177 -0.310953 -0.17 -0.07 0.11
N 3.651045 1.605240 -0.756210 0.12 -0.07 -0.01
N 2.042649 0.165319 -0.268400 0.14 0.11 -0.26
N -3.623171 1.564164 -0.819462 -0.02 -0.03 -0.01
N 0.316666 -0.366845 2.892280 -0.61 -0.78 -0.05
N 0.001158 1.904953 -0.486500 0.15 0.06 0.08
C -1.230074 2.274805 -1.209847 0.07 -0.06 0.08
C -3.269430 -0.485845 -0.037749 0.25 0.10 -0.11
C 4.278033 0.413517 -0.350337 -0.31 0.15 -0.03
C 4.740132 -2.209588 0.516490 0.05 0.06 -0.02
C 3.435608 -1.820845 0.378427 -0.06 0.26 -0.08
C 1.254246 2.361711 -1.088664 -0.01 -0.08 0.01
C -5.913076 -1.136741 0.270510 -0.01 -0.19 0.08
C -5.625306 0.117466 -0.215747 0.06 0.11 -0.04
C -4.901241 -2.059961 0.595613 -0.10 0.02 -0.02
C 5.786389 -1.315085 0.232798 0.00 0.25 -0.09
C 5.569976 0.035849 -0.216439 0.27 -0.34 0.10
C -2.306266 1.335577 -0.767836 -0.12 0.16 -0.06
C -4.276027 0.417181 -0.360417 -0.07 0.16 -0.07
C 3.204068 -0.468022 -0.057461 0.09 -0.39 0.10
C 2.342162 1.408507 -0.702541 -0.13 -0.08 0.08
C -3.566455 -1.755803 0.445436 0.04 -0.06 0.03
C -0.088123 -2.416593 -0.397694 0.37 -0.28 -0.04
H -1.513747 3.314995 -1.038158 -0.01 0.01 0.02
H -6.947638 -1.423304 0.399915 0.01 -0.02 0.01
H -0.063390 2.228058 0.477548 -0.02 0.08 -0.03
H 6.810043 -1.649922 0.344833 0.00 0.01 0.01
H 1.160011 2.322500 -2.178163 0.01 0.01 -0.01
H 6.408546 0.684408 -0.433593 0.01 -0.03 0.01
H -1.052505 2.149868 -2.279591 -0.01 -0.02 -0.02
H -5.181889 -3.037122 0.963265 -0.01 0.01 0.00
H 1.526565 3.387660 -0.826174 -0.01 0.00 0.03
H 2.604265 -2.486213 0.572295 -0.03 0.02 0.00
H 4.974373 -3.214223 0.839070 0.03 0.01 0.00
H 4.112090 2.454505 -1.056161 0.01 0.00 0.02
H -4.067945 2.404682 -1.155305 0.00 -0.01 0.01
H -2.793151 -2.478004 0.670422 -0.01 0.01 0.01
H -6.406451 0.820538 -0.470045 0.02 0.01 -0.01
```
Forces are in eV/Å.

Properties
LUMO level (alpha / beta)	-7.21 / -10.67	eV
net charge	+2
orbital gap (alpha / beta)	0.2565 / 0.1323	Eh
multiplicity	6
energy relative to the best compared isomer or geometry (same formula, charge and spin)	0.000	eV
expectation value of S²	8.78
E_tot	-1369.351773	Ha